The following is a quantum chemistry calculation of a cluster of 10 separate species, C60H150N10 in total at a distorted geometry, from the Open Molecules 2025 dataset.

Structure (XYZ):
```
220
Properties=species:S:1:pos:R:3:forces:R:3:lowdin_charge:R:1
C -0.754 -4.157 4.758 2.5 -0.5 0.5 -0.263
H -1.880 8.995 -2.383 0.9 0.0 0.4 0.061
H -6.147 -2.457 3.467 -0.5 -0.1 0.4 0.075
H 6.621 1.712 5.614 0.1 0.1 0.3 0.078
H 5.719 -1.983 5.101 0.2 0.3 0.0 0.097
H -5.578 -4.102 3.474 0.4 -0.1 -0.1 0.057
C -2.334 -5.447 -4.820 -0.1 -0.1 -1.8 -0.094
H -2.089 4.244 -0.990 0.4 -0.1 0.0 0.079
H 2.183 0.355 -0.566 0.0 -0.5 1.1 0.081
C -3.781 -4.334 -1.548 1.1 0.5 -1.8 -0.220
C 2.829 8.384 1.772 -0.9 -0.1 -0.8 -0.082
H 2.473 -2.536 2.172 0.4 0.0 0.3 0.038
H -1.403 3.013 -7.916 0.2 0.1 -0.2 0.053
C 0.266 -0.615 1.398 0.2 1.7 -0.5 -0.246
H -4.634 2.864 -4.041 0.1 0.0 -0.1 0.075
H -4.421 0.144 -0.363 0.0 -0.6 0.3 0.066
H -2.053 1.084 2.371 0.1 -0.1 -0.2 0.070
H 2.382 -3.713 -2.415 0.3 0.1 0.0 0.050
H -1.656 6.405 -0.659 0.0 -0.3 -0.2 0.103
H -4.377 -4.803 6.753 -0.1 -0.2 0.0 0.071
C -6.120 -3.372 2.874 0.3 0.0 0.8 -0.076
H -0.048 2.765 -5.583 0.4 -0.1 -0.9 0.056
H 0.014 -2.456 5.950 0.2 0.1 0.1 0.058
H 5.294 2.684 -1.926 0.5 -0.4 0.4 0.053
H -1.218 0.931 -7.112 -0.2 0.5 -0.3 0.104
H 5.008 -2.222 -2.412 -0.4 0.3 0.1 0.079
C -0.805 -1.555 0.952 -0.3 -0.7 -0.1 -0.068
H -2.468 4.371 -7.934 -0.2 0.0 0.0 0.068
C -4.194 -3.231 -3.700 0.7 -0.6 0.6 -0.232
H -2.818 -6.083 -0.685 0.4 -0.3 -0.8 0.068
H 4.643 -0.620 -5.044 0.8 0.3 0.0 0.120
H -1.659 -4.767 -1.155 -0.2 0.0 -0.2 0.067
H 3.540 -2.116 6.095 0.0 0.2 0.2 0.063
H -7.556 -3.340 -0.119 0.4 -0.1 -0.3 0.059
H 2.669 -1.821 4.641 0.2 0.3 -0.4 0.051
H -0.371 -2.547 1.075 -0.8 -0.4 0.2 0.057
H 0.973 6.268 -4.690 -0.3 -0.1 -0.7 0.064
N 5.015 0.009 4.851 -0.7 -1.3 0.6 -0.170
C 1.620 4.193 1.181 0.8 -0.8 -0.7 -0.094
C 1.982 -4.312 1.046 1.5 1.0 -2.1 -0.208
H 1.541 4.110 3.289 0.7 0.5 0.2 0.100
H 7.213 -0.845 -3.055 0.1 -0.3 0.1 0.104
H 0.858 7.508 1.505 -0.6 0.2 0.8 0.109
H -5.428 -3.853 0.935 -0.7 0.5 -1.0 0.097
H -5.168 -3.025 -3.256 -0.3 -0.6 0.4 0.100
C 4.999 0.387 -1.770 0.9 2.6 -0.4 -0.215
H 4.254 -5.715 1.051 -0.5 0.3 0.4 0.100
H 4.721 -7.837 -0.538 -0.1 0.2 0.5 0.069
N -2.596 1.729 -5.729 -0.5 0.0 -1.1 -0.192
H 7.023 0.147 -4.501 -0.1 0.0 0.0 0.120
C -4.352 1.812 -4.093 -1.1 -0.4 1.3 -0.082
C 1.704 -5.344 -1.192 -0.1 0.3 -1.7 -0.245
C 2.122 5.879 5.194 0.5 1.2 -0.4 -0.078
C 1.885 7.163 1.621 0.8 -1.1 -0.5 -0.259
H -1.475 -4.790 -4.684 -0.3 0.3 0.2 0.075
C -2.596 -1.948 4.099 -0.2 -1.0 1.3 -0.065
H -1.377 6.179 -4.829 -0.6 -0.3 0.2 0.109
H -3.106 7.900 -2.160 -0.3 -0.3 0.4 0.076
H -2.193 1.866 -3.654 -0.1 1.0 0.3 0.087
C -7.664 -2.299 -0.423 -0.3 0.5 0.6 -0.074
H -4.247 -5.888 -3.875 -0.1 -0.7 -0.2 0.122
C -0.875 1.457 0.508 1.4 -0.9 -0.6 -0.296
C 2.969 -3.198 1.463 -0.9 -0.5 -0.1 -0.083
H 4.746 0.779 2.276 0.2 -0.5 0.1 0.071
H 2.349 7.654 3.951 -0.3 -0.1 0.6 0.090
C 3.625 -2.191 5.011 0.0 0.2 0.6 -0.107
C -2.435 3.303 -7.720 1.6 0.0 0.8 -0.071
C -1.278 6.921 -1.542 -0.8 0.8 -0.9 -0.208
N 0.309 0.631 0.667 2.6 1.7 -1.7 -0.172
H 3.835 -3.710 1.883 0.1 0.4 0.2 0.064
H 0.378 5.004 -2.220 0.1 0.1 0.6 0.109
H -2.951 -2.358 3.153 0.4 -0.5 0.2 0.033
H 3.353 -0.353 2.546 0.1 0.1 -0.1 0.040
H 2.914 0.711 4.725 -0.2 -0.7 0.5 0.097
H 1.990 6.621 0.682 0.7 0.5 -0.4 0.091
H -4.282 -0.951 2.268 1.0 0.4 -0.8 0.067
C -0.086 1.684 -5.452 -1.1 -0.7 0.2 -0.057
H -3.302 -1.136 4.276 0.2 0.2 0.4 0.065
N 5.400 0.281 -3.194 0.3 -0.3 -0.7 -0.194
H -3.005 2.752 -8.468 -0.6 -0.1 0.6 0.075
H 3.719 2.094 -2.079 -0.4 0.0 0.4 0.057
H -4.419 -5.650 5.164 0.1 0.6 -0.2 0.069
H -1.520 0.990 -0.237 -0.8 0.0 0.0 0.100
H -1.903 -6.397 -5.136 -0.2 -0.4 0.4 0.069
H 1.240 1.591 -1.129 -0.6 0.7 0.8 0.097
C 7.584 1.251 -2.739 0.4 0.7 -0.9 -0.098
C 3.782 0.626 2.762 0.4 1.1 1.0 -0.068
H -3.258 -1.248 -2.947 -1.1 -0.4 0.8 0.060
H -3.925 1.201 0.945 0.1 -0.2 0.1 0.029
H -4.789 -4.749 -1.576 0.0 -0.8 0.7 0.111
H 6.048 -0.595 6.505 -0.7 -0.6 0.4 0.100
H 5.459 2.244 6.893 -0.4 0.5 -0.9 0.055
H -1.944 3.694 -5.605 0.3 0.6 -0.2 0.090
C -1.579 3.899 -1.890 0.1 -1.3 -1.8 -0.062
C -2.654 -5.010 -0.784 -1.0 -1.0 1.3 -0.091
C -0.625 4.866 -2.623 -0.9 -1.5 0.8 -0.251
H 6.745 1.502 7.430 0.7 -1.0 -0.3 0.062
C 2.107 -4.756 -2.576 0.8 0.7 0.7 -0.079
H -2.366 8.591 -0.696 0.0 0.3 -0.2 0.067
N -5.740 -1.641 1.117 -1.5 -1.1 -1.8 -0.201
H 1.632 -6.406 -1.428 -0.3 -0.4 0.8 0.106
H 0.554 8.003 -4.815 -0.3 -0.2 -0.2 0.073
H 1.104 -3.909 0.540 -0.2 0.2 0.9 0.076
C 0.400 7.084 -4.249 1.3 -0.5 1.0 -0.080
H -1.092 -1.438 -0.093 0.2 0.0 0.1 0.064
H -0.131 -3.970 6.860 0.2 0.0 0.1 0.060
H 4.402 0.103 6.948 0.0 -0.2 0.2 0.110
H 1.035 -0.209 -2.641 0.4 0.4 -0.1 0.054
H -4.100 -1.275 -4.516 0.4 0.2 -0.1 0.073
N 2.127 6.125 2.625 -0.5 -0.4 2.2 -0.171
H 0.078 -0.301 2.425 0.2 -0.4 0.4 0.107
C 1.131 0.637 -0.614 -1.5 -1.0 -0.6 -0.189
C -2.167 8.200 -1.694 -0.1 -0.8 0.0 -0.081
C -2.652 3.104 -6.186 -1.0 -0.1 -1.0 -0.230
H -0.262 -5.124 4.647 -0.6 -0.6 -0.2 0.102
H 3.182 1.407 2.295 -0.5 -0.1 0.2 0.053
H 8.604 1.347 -3.110 0.2 -0.4 0.3 0.069
C -3.252 -5.514 -3.635 0.9 -0.3 0.5 -0.294
C -7.129 -1.352 0.706 0.2 -1.3 -0.9 -0.212
H -0.496 0.160 -1.996 -0.4 -0.7 0.4 0.057
C -2.415 -5.390 5.940 -1.5 -0.1 -1.5 -0.258
H -4.062 -6.564 6.504 -0.1 0.1 0.7 0.071
H 2.675 4.098 0.925 0.5 0.1 0.7 0.077
H 1.675 4.885 5.203 0.4 0.1 0.0 0.058
H 0.674 1.061 -5.923 0.7 0.7 0.4 0.076
H 3.204 5.931 5.314 0.1 -0.9 -0.1 0.072
H 4.087 -2.744 -3.860 0.1 -0.2 0.1 0.065
C -1.550 1.840 1.769 -0.6 1.3 0.4 -0.083
H -4.549 1.345 -3.128 -0.4 0.3 0.4 0.069
H 5.837 0.074 -1.147 0.1 0.1 0.2 0.098
H -2.299 -2.510 6.214 0.2 -0.1 0.2 0.107
H -2.765 0.431 -4.198 -0.4 -0.1 -0.2 0.071
H 3.267 -2.628 0.584 0.0 0.0 0.0 0.072
C -5.104 -0.508 1.705 1.1 -0.4 -0.3 -0.245
H -2.917 -5.153 -5.693 0.3 0.5 -0.3 0.065
H -4.997 1.267 -4.782 0.0 0.3 -0.3 0.086
H -5.505 1.275 0.351 -0.5 -0.3 0.3 0.061
H -2.255 2.606 1.444 -0.7 -0.2 0.2 0.072
H 0.582 -1.307 -1.453 -0.9 0.0 0.1 0.063
C -4.729 0.551 0.600 0.2 0.4 1.1 -0.048
H -7.307 -2.092 -1.432 0.7 -0.2 0.2 0.059
H 1.363 -4.691 -3.370 -0.4 -0.7 0.2 0.063
C -2.708 -2.990 5.325 -1.1 0.7 -2.1 -0.207
H 1.192 -3.776 5.661 0.0 0.1 0.2 0.054
C 0.470 -0.254 -1.709 1.4 0.4 -0.2 -0.083
H -1.589 7.674 -3.919 -0.2 -0.1 -0.4 0.091
H -1.891 -5.373 6.896 0.2 0.2 0.0 0.114
H -2.699 -4.799 0.285 0.1 0.8 0.1 0.059
H -2.484 -2.046 -4.103 0.0 0.0 -1.0 0.068
C -2.940 1.495 -4.356 1.0 -0.7 -0.7 -0.303
H -2.227 -6.294 5.361 1.1 -0.1 0.3 0.117
H -1.501 0.014 -5.739 0.2 -0.1 0.4 0.108
C -1.382 1.055 -6.041 1.0 0.0 -0.3 -0.258
C 4.639 -0.688 -3.956 -2.1 0.8 1.6 -0.280
H 1.277 -1.014 1.305 -0.1 -0.2 0.2 0.086
H 2.985 -5.302 -2.919 0.0 0.2 -0.3 0.057
C 1.795 6.716 3.937 0.2 -0.5 0.1 -0.264
C 4.628 1.932 -1.501 0.0 -1.9 -0.4 -0.063
C 5.289 0.164 6.318 1.6 0.6 -1.4 -0.245
H 4.114 1.891 4.585 0.4 0.1 -0.3 0.103
H 5.810 -2.361 -3.938 0.1 -0.7 0.0 0.067
H -3.921 -3.342 -1.117 0.1 0.4 -0.5 0.098
N -2.167 -4.313 4.983 1.0 1.4 0.5 -0.180
H 0.294 5.048 2.603 -0.5 0.3 0.0 0.111
C 4.923 -1.478 4.553 -0.9 0.5 0.2 -0.223
H -3.639 3.538 -6.026 -0.1 -0.3 0.6 0.106
C 6.843 0.110 -3.426 -0.4 0.7 1.1 -0.250
H -0.438 4.465 -3.619 -0.2 -0.1 -0.1 0.100
H -1.283 2.851 -1.908 0.9 0.0 1.2 0.041
C 3.508 -6.077 0.344 1.0 -1.3 -0.9 -0.233
H 7.136 2.186 -3.075 -0.2 0.1 0.1 0.067
H -3.786 -3.098 5.443 0.0 -0.1 0.4 0.089
C 4.381 -6.823 -0.750 -1.4 1.5 -0.5 -0.067
H -0.477 -3.679 3.819 -0.6 0.4 -0.1 0.096
H 0.714 -4.920 -1.024 -0.1 -0.4 0.5 0.084
H 7.572 1.253 -1.649 0.0 -0.2 -0.1 0.070
H -7.104 -3.829 2.768 -0.2 0.5 -0.3 0.072
H 4.153 -0.171 -1.370 -0.2 -0.4 -0.9 0.086
H -2.682 -6.168 -2.975 -0.8 -0.2 0.5 0.105
H -0.072 1.627 -4.363 0.2 -0.6 0.1 0.045
H 4.497 2.010 -0.422 -0.3 0.6 0.0 0.054
H -2.317 3.685 -2.663 -0.8 0.9 0.1 0.052
C -3.517 -1.864 -3.808 0.9 -0.6 -0.7 -0.086
H 2.688 8.960 0.858 0.3 0.1 -0.1 0.067
H -1.585 -1.554 3.999 -0.1 0.0 -0.1 0.053
H 3.890 8.160 1.885 -0.2 -0.3 0.0 0.080
H -7.168 -0.318 0.365 0.0 -0.1 0.1 0.101
H -4.324 -2.968 1.758 0.1 0.2 0.4 0.086
C 4.862 -2.076 -3.482 0.9 -1.4 -0.9 -0.104
H -1.704 -1.383 1.543 0.0 -0.4 0.0 0.051
C 3.913 0.855 4.313 0.5 -0.8 -1.0 -0.224
H -0.906 2.456 2.397 0.5 -0.4 0.2 0.072
N 2.641 -4.993 -0.125 -0.1 -0.5 0.6 -0.177
H 2.882 -6.842 0.802 0.0 -0.2 0.4 0.106
C -3.906 -5.556 6.120 -0.5 -0.6 0.4 -0.109
H 5.142 -1.707 3.510 -0.2 0.4 -0.2 0.093
H -0.235 7.147 -1.321 0.3 0.3 0.0 0.099
H -7.818 -1.471 1.542 -0.2 0.2 0.4 0.102
H -8.741 -2.198 -0.561 -0.2 0.3 0.4 0.060
H 3.613 -0.416 -3.711 -0.5 0.0 -0.1 0.098
C -1.061 6.721 -3.938 0.3 2.2 -1.7 -0.279
C 0.156 -3.536 5.902 -1.3 0.0 -0.9 -0.067
N -3.367 -4.244 -3.001 -0.6 2.4 2.2 -0.203
H 1.791 6.424 6.078 -0.5 0.0 0.0 0.067
N -1.397 6.060 -2.740 0.5 0.6 0.8 -0.204
H 1.293 3.154 1.211 -0.4 0.0 -0.2 0.047
H 1.013 7.196 -3.355 -0.3 0.5 0.5 0.061
H -4.386 -3.716 -4.658 -0.1 0.8 -0.5 0.106
H 5.203 -6.192 -1.086 0.2 -0.1 0.3 0.068
H -5.584 -0.133 2.609 -1.1 0.9 -0.3 0.111
H 0.723 6.908 3.945 -0.4 0.4 0.0 0.108
H 1.299 4.683 0.261 -0.9 0.1 0.3 0.053
H 3.737 -6.866 -1.629 0.1 -0.5 -0.2 0.035
H 2.510 9.065 2.561 0.1 -0.2 0.1 0.060
H 1.749 -4.910 1.927 -0.2 -0.5 -0.2 0.111
C 6.115 1.447 6.542 -1.4 0.9 0.7 -0.102
H 3.632 -3.268 4.842 0.3 0.0 -0.4 0.064
H -0.509 2.369 0.038 -0.1 0.0 0.0 0.078
C -5.402 -2.988 1.597 0.5 0.3 0.4 -0.249
C 1.363 4.857 2.516 0.1 0.9 -1.8 -0.242
```
Positions in Å, forces in eV/Å.

Output
2S+1 ... 1
Relative energy (zero: lowest compared OMol25 entry of this formula, charge and spin) ... 690.07 kJ/mol
LUMO energy ... 0.695 eV
E_tot ... -79544.547 eV
Net charge ... 0
SMILES string ... CCN(CC)CC.CCN(CC)CC.CCN(CC)CC.CCN(CC)CC.CCN(CC)CC.CCN(CC)CC.CCN(CC)CC.CCN(CC)CC.CCN(CC)CC.CCN(CC)CC
HOMO level ... -7.81 eV